1.
Below is a molecular structure, C36H50AsN5O3RbS2Si2, with properties calculated with the ωB97M-V functional and the def2-TZVPD basis.

Structure (XYZ):
```
100
Properties=species:S:1:pos:R:3:forces:R:3:mulliken_charge:R:1
Rb -0.5554 0.1301 -1.2453 0.0159 -0.0046 -0.1140 0.2636
O -0.8103 -4.5459 -2.5487 0.0142 -0.1008 0.0419 -0.7983
S -0.3495 -3.5038 -1.6569 -0.0229 0.1801 -0.0791 0.5303
O -1.3778 -2.7062 -1.0132 0.0110 -0.0567 0.0222 -0.1688
N 0.6894 -2.5077 -2.2736 -0.0258 0.0687 0.0251 0.2450
C 1.5586 -2.8302 -3.2820 -0.0030 -0.0331 -0.0605 0.1339
C 1.9540 -4.1044 -3.6638 0.0160 -0.0118 -0.0104 -0.4727
C 2.9090 -4.3142 -4.6735 -0.0102 -0.0058 0.0118 -0.9191
C 3.4980 -3.2733 -5.3320 0.0071 0.0243 0.0002 -0.9401
C 3.1130 -1.9524 -5.0026 -0.0126 -0.0156 -0.0161 1.1811
C 3.6541 -0.8275 -5.6651 0.0068 0.0067 0.0005 -0.6889
C 3.2221 0.4228 -5.3401 0.0063 -0.0022 0.0061 -1.0200
C 2.2398 0.5509 -4.3355 -0.0007 0.0009 -0.0153 -0.4259
N 1.7274 -0.4599 -3.6831 -0.0162 0.0332 -0.0167 0.2174
C 2.1442 -1.7168 -3.9974 0.0049 -0.0120 0.0460 -0.4485
C 0.4658 -4.3402 -0.2992 0.0344 -0.0022 -0.0157 0.5306
C 1.8492 -4.4286 -0.2394 -0.0145 0.0032 0.0010 -0.0493
C 2.4505 -5.1037 0.8151 0.0017 -0.0241 -0.0046 -0.7286
C 1.6712 -5.6770 1.8097 0.0170 0.0066 0.0011 -0.4919
C 0.2870 -5.5746 1.7506 -0.0132 0.0159 -0.0082 -0.6936
C -0.3180 -4.9093 0.6954 -0.0009 -0.0260 0.0274 -0.4914
H 1.4995 -4.9609 -3.1870 -0.0011 0.0036 0.0131 0.5052
H 3.1792 -5.3336 -4.9246 -0.0006 0.0001 0.0005 0.3724
H 4.2393 -3.4351 -6.1053 -0.0016 0.0004 -0.0017 0.3537
H 4.4054 -0.9821 -6.4321 -0.0016 0.0011 -0.0027 0.3802
H 3.6120 1.3067 -5.8277 -0.0002 -0.0017 -0.0030 0.3763
H 1.8806 1.5378 -4.0629 -0.0066 -0.0083 -0.0013 0.6649
H 2.4506 -3.9629 -1.0094 -0.0027 -0.0092 -0.0126 0.1973
H 3.5307 -5.1730 0.8629 0.0024 0.0009 -0.0010 0.4172
H 2.1408 -6.1952 2.6368 0.0043 0.0014 -0.0013 0.3645
H -0.3236 -6.0042 2.5347 -0.0005 -0.0024 -0.0006 0.4115
H -1.3940 -4.8070 0.6469 0.0025 0.0038 -0.0084 0.3644
C -0.7998 0.4938 3.6579 -0.0001 0.0417 -0.0421 -0.9774
Si -2.1726 -0.2950 2.6037 -0.0785 0.0190 0.0715 -0.0500
C -1.4595 -1.9964 2.2389 0.0133 -0.0353 -0.0670 0.0249
C -3.5965 -0.5203 3.8431 0.0327 0.0094 -0.0093 -1.2487
C -2.7032 0.5862 1.0776 -0.0053 -0.0746 0.0336 1.0340
C -2.5551 1.9722 0.8832 -0.0585 0.0889 0.0815 -0.0739
C -2.1285 2.9071 1.8971 -0.0416 -0.0982 -0.0385 -0.5019
C -2.2905 4.2498 1.7259 0.0420 0.0347 0.0398 -0.3251
C -2.7743 4.7567 0.5076 -0.0165 0.0384 -0.0506 -0.7395
C -3.0176 3.8217 -0.4800 -0.0111 -0.0556 -0.0337 -0.9658
N -2.9051 2.5052 -0.3418 0.0649 0.0418 -0.0235 0.0467
Si -4.0166 -0.1644 0.0014 0.0642 -0.0470 -0.0091 0.7979
C -5.6440 0.7522 0.2954 0.0122 0.0611 -0.0175 -1.3357
C -3.7637 -0.2110 -1.8828 -0.0328 0.1088 0.1030 -1.1815
C -4.3667 -1.9781 0.4059 -0.0302 0.0098 0.0051 -0.7361
H -0.3737 -0.3020 4.2788 0.0076 0.0015 -0.0063 0.5301
H -1.1590 1.2731 4.3351 0.0009 0.0050 0.0031 0.4240
H -0.0080 0.8899 3.0169 -0.0093 -0.0068 0.0122 -0.2260
H -1.2355 -2.5325 3.1674 -0.0128 0.0160 0.0152 0.4228
H -0.5246 -1.8730 1.6850 -0.0081 0.0056 -0.0023 -0.3721
H -2.1106 -2.6158 1.6257 0.0045 -0.0128 0.0143 0.0272
H -3.2662 -1.0710 4.7300 -0.0075 0.0004 0.0023 0.3368
H -4.4500 -1.0486 3.4134 0.0071 -0.0038 -0.0136 0.3017
H -3.9513 0.4626 4.1684 -0.0041 -0.0022 0.0013 0.2944
H -1.7734 2.5268 2.8410 -0.0075 0.0104 0.0312 0.2166
H -2.0503 4.9231 2.5444 -0.0015 0.0012 -0.0033 0.4420
H -2.9575 5.8101 0.3405 0.0116 0.0048 0.0187 0.5433
H -3.3390 4.1593 -1.4664 -0.0092 -0.0197 -0.0020 0.4024
H -5.5220 1.8163 0.0820 -0.0261 -0.0072 0.0040 0.2694
H -5.9411 0.6490 1.3427 -0.0034 -0.0030 0.0008 0.2843
H -6.4515 0.3616 -0.3309 0.0015 -0.0052 -0.0064 0.3407
H -3.4426 0.7655 -2.2498 0.0098 -0.0407 -0.0233 0.2552
H -4.7255 -0.4419 -2.3513 0.0091 -0.0434 -0.0069 0.3830
H -3.0602 -0.9887 -2.1881 -0.0033 -0.0369 -0.0034 0.2713
H -4.4905 -2.1917 1.4692 -0.0034 0.0179 0.0024 0.2217
H -3.5671 -2.6071 0.0118 -0.0076 -0.0179 0.0074 -0.0371
H -5.2946 -2.2655 -0.0995 -0.0009 0.0082 -0.0049 0.4196
C 3.2358 -0.9315 -0.5928 -0.0297 0.0073 0.0143 -0.2513
As 2.5358 -0.2642 1.0657 0.0112 -0.0564 0.0634 0.3247
C 2.4646 -1.7713 2.2672 0.0107 0.0008 -0.0356 -0.7334
C 3.8736 0.9142 1.7899 0.0178 0.0109 0.0463 -1.1282
O 1.0539 0.4351 0.9396 0.0112 0.0161 -0.0133 0.1124
H 4.0946 -1.5754 -0.3997 0.0070 -0.0015 -0.0169 0.4825
H 3.5195 -0.0844 -1.2147 0.0005 0.0028 -0.0009 0.3710
H 2.4383 -1.4912 -1.0858 0.0232 -0.0126 -0.0069 -0.5648
H 3.4488 -2.2253 2.3855 -0.0036 -0.0026 0.0013 0.4301
H 1.7724 -2.5013 1.8494 0.0086 -0.0175 0.0254 -0.2528
H 2.0852 -1.4308 3.2296 -0.0066 0.0254 -0.0058 0.4180
H 4.8409 0.4120 1.8143 0.0040 0.0030 -0.0014 0.4370
H 3.5714 1.1915 2.7996 0.0150 -0.0055 -0.0003 0.2879
H 3.9057 1.8069 1.1690 0.0018 -0.0241 -0.0136 0.2321
C -0.2750 6.7614 -0.6762 -0.0181 -0.0329 0.0178 -1.8403
C 0.4898 5.6437 -0.0507 0.0273 0.0186 -0.0229 0.9548
C 0.6905 5.4642 1.2813 -0.0199 0.0013 0.0111 -0.7928
C 1.4481 4.3410 1.6836 -0.0058 -0.0143 0.0009 1.0822
N 2.0418 3.5303 0.8365 0.0155 -0.0076 0.0231 -0.0277
C 1.8474 3.6938 -0.4892 -0.0464 0.0474 -0.0575 -0.4183
S 2.4992 2.7124 -1.6728 0.0690 0.0018 0.0576 -0.3635
N 1.0467 4.7442 -0.8890 0.0253 -0.0293 0.0004 0.0323
C 1.5635 3.9982 3.1336 -0.0062 -0.0045 -0.0065 -1.1287
H -0.7929 7.3407 0.0833 0.0056 -0.0021 0.0050 0.3358
H -1.0160 6.3590 -1.3664 -0.0276 0.0161 -0.0062 0.4143
H 0.4018 7.4181 -1.2273 0.0049 -0.0043 0.0012 0.4942
H 0.2377 6.1255 2.0031 0.0000 0.0083 0.0017 0.3520
H 0.9023 4.8136 -1.8866 -0.0116 0.0028 0.0025 0.3059
H 1.5014 4.8805 3.7700 -0.0083 0.0038 -0.0038 0.4783
H 2.4888 3.4581 3.3199 0.0013 0.0029 -0.0001 0.2627
H 0.7297 3.3331 3.3787 0.0123 -0.0038 0.0119 0.0017
```
Forces are in eV/Å.

Values from the calculation:
Strongest force on any atom, eV/A: 0.2
Molar mass, g mol⁻¹: 881.52
Relative energy (zero: lowest compared OMol25 entry of this formula, charge and spin), eV: 0.553
Total energy, a.u.: -5536.7014
Charge: -1
Kohn-Sham gap, eV: 5.3

***

2.
Below is 2 unconnected molecules or ions with the total composition C2H9N3O in a non-equilibrium geometry, with properties calculated with the ωB97M-V functional and the def2-TZVPD basis.

Structure (XYZ):
```
15
Properties=species:S:1:pos:R:3:forces:R:3:mulliken_charge:R:1
N 0.4504 -0.0525 -1.3421 -0.4613 -0.3238 1.3340 -0.6558
C 1.1729 -1.0478 -0.4848 1.5751 -0.3763 -1.0483 -0.7098
N 0.4466 -1.8298 0.4649 -0.8521 0.8102 -0.2576 -0.4710
H 1.1174 0.3576 -1.9842 -0.0918 0.1295 -0.1381 0.2121
H -0.2716 -0.5264 -1.8729 0.0796 0.0252 -0.2185 0.2431
H 1.7755 -1.6878 -1.1412 -0.4640 -0.3657 0.0717 0.4268
H 1.9673 -0.5115 0.0246 -0.1061 0.3899 0.4075 0.4479
H -0.0138 -1.1974 1.1159 0.0647 -0.3897 0.2482 0.2098
H -0.2933 -2.3824 0.0379 0.2506 -0.1310 -0.0092 0.2758
C -1.6552 1.6116 0.8479 0.6861 -0.5121 -0.4629 0.3194
N -0.3496 1.6324 0.7797 -0.0010 -1.4122 0.4720 -0.2430
O -2.3214 1.9868 1.8225 -0.5746 0.3183 0.3911 -0.0874
H -2.1880 1.1335 0.0061 -0.2752 0.4240 0.0144 0.3485
H 0.0025 0.9244 0.0688 0.0900 0.5885 -0.9488 0.3235
H 0.1602 1.5893 1.6568 0.0800 0.8252 0.1446 0.3600
```
Forces are in eV/Å.

Values from the calculation:
Strongest force on any atom, eV/A: 1.9
Molar mass, g mol⁻¹: 91.11
Relative energy (zero: lowest compared OMol25 entry of this formula, charge and spin), eV: 1.610
Spin multiplicity: 2
Total energy, a.u.: -320.7569
Charge: +1
Kohn-Sham gap (spin up / spin down), eV: 9.4 / 4.7

***

3.
Below is a molecular structure, C3H4NP in a non-equilibrium geometry, with properties calculated with the ωB97M-V functional and the def2-TZVPD basis.

Structure (XYZ):
```
9
Properties=species:S:1:pos:R:3:forces:R:3:mulliken_charge:R:1
C 0.4322 -0.6796 -0.8394 0.8289 0.5234 -0.5637 -0.3054
C 0.9273 0.5536 -0.5204 -1.3332 -0.9747 1.0034 -0.2920
C -0.6570 -0.4549 0.9624 -0.6260 -0.0632 1.2209 -0.1932
N -0.4803 -1.2981 0.0070 0.2478 1.0648 -0.2922 -0.4952
P 0.3111 1.0830 1.0688 -2.6110 0.0417 -1.6946 -0.1227
H 0.6768 -1.1593 -1.7750 0.0863 -0.2871 -0.0089 0.3817
H 1.5774 1.1321 -1.0812 1.2108 0.6819 -1.1595 0.4352
H -1.4331 -0.5473 1.6847 -0.5343 -0.7084 0.6113 0.4799
H -1.3544 1.3704 0.4930 2.7306 -0.2783 0.8833 0.1118
```
Forces are in eV/Å.

Values from the calculation:
Strongest force on any atom, eV/A: 3.1
Molar mass, g mol⁻¹: 85.05
Relative energy (zero: lowest compared OMol25 entry of this formula, charge and spin), eV: 1.246
Total energy, a.u.: -512.7301
Kohn-Sham gap, eV: 9.4

***

4.
Below is 3 unconnected molecules or ions with the total composition C23H21F14NO7 in a non-equilibrium geometry, with properties calculated with the ωB97M-V functional and the def2-TZVPD basis.

Structure (XYZ):
```
66
Properties=species:S:1:pos:R:3:forces:R:3:mulliken_charge:R:1
O 2.6455 -2.8442 0.4003 0.1561 0.8383 0.8654 -0.5365
C 2.7448 -1.7995 0.9986 -0.9890 0.2201 -0.6557 0.0370
N 3.5239 -1.5539 2.1763 0.1960 -0.1345 0.2509 -0.3571
C 3.6495 -0.1351 2.3729 -0.4560 0.8309 -0.0148 -0.0582
O 4.4438 0.4161 3.0929 -0.7631 -0.6663 -0.4898 -0.5342
C 2.5668 0.4877 1.5158 0.6425 -0.2929 0.0958 0.1272
C 2.1004 1.7731 1.4638 -0.0387 -0.2408 0.3979 -0.2000
C 1.0742 2.0321 0.5698 -0.3082 1.5209 -0.3112 1.7778
C 0.4582 3.4180 0.5005 -0.7888 -0.4181 0.9233 -1.7183
C -0.7687 3.4536 1.5011 0.8828 0.6298 -0.3006 -0.5018
O -0.8723 2.2615 2.2652 -0.7482 0.4524 0.2488 -0.2645
C -2.0015 1.4960 1.9852 0.1614 -1.0661 -0.6341 -0.2595
C -2.4085 0.6189 3.1907 1.2370 0.9314 -0.3430 0.9015
F -3.4652 1.1633 3.8241 -0.3598 -0.3976 -0.0339 -0.3149
F -1.3959 0.5995 4.0855 0.0771 -0.2033 0.0206 -0.3132
C -2.6451 -0.8630 2.8071 -1.0737 -0.0634 1.3530 0.3877
F -1.5502 -1.4159 2.2595 0.1371 0.3375 -0.5080 -0.1951
F -2.8499 -1.5258 3.9696 -0.1677 0.1011 0.0491 -0.3422
C -3.8785 -1.1585 1.9190 0.0341 -0.6918 -0.9660 0.8045
F -4.9887 -0.5403 2.3328 0.2127 0.3482 0.2789 -0.2799
F -4.1125 -2.4838 2.0312 0.2213 -0.0886 0.1183 -0.2909
C -3.6628 -0.8663 0.3831 -0.4243 -0.5787 0.0927 0.3710
F -4.3900 0.2188 0.0653 0.3960 0.3830 -0.0950 -0.3027
F -4.1708 -1.9035 -0.3295 -0.0350 0.3346 0.0352 -0.2901
C 0.5681 1.0671 -0.2776 -0.0428 -0.0511 0.1325 -0.5380
C 1.0715 -0.2177 -0.2263 -0.6200 -0.6524 -0.8701 -1.1306
C 2.0448 -0.4896 0.6845 1.2139 -0.7977 0.4838 0.3458
H 3.0156 -1.9042 2.9877 0.6624 -0.6459 0.0761 0.3212
H 2.5129 2.5331 2.1122 -0.1013 0.0296 -0.0046 0.4907
H 1.1522 4.1949 0.8113 0.1203 -0.1097 -0.1312 0.3267
H 0.0901 3.6598 -0.4984 0.2135 -0.1252 -0.0185 0.4964
H -1.6727 3.6904 0.9335 -0.1163 -0.2418 0.2413 0.2625
H -0.5897 4.2610 2.2159 -0.1803 -0.0450 -0.0571 0.3794
H -1.7337 0.7961 1.1742 -0.1241 0.1650 -0.0137 -0.3303
H -2.8771 2.0608 1.6471 0.0983 0.1339 0.2269 0.4078
H -2.6160 -0.7790 0.0870 -0.0564 0.3183 0.1109 0.1420
H -0.2316 1.3603 -0.9496 0.0847 -0.2009 -0.1272 0.6276
H 0.7158 -1.0093 -0.8787 -0.0220 0.0930 0.0057 0.5831
C 5.8007 6.5497 -3.3261 0.0474 -0.0725 0.3208 -1.1029
C 4.7836 5.5428 -3.8184 0.1843 0.4913 -0.4130 -0.2232
O 4.6783 4.4291 -2.9107 -0.0993 -0.2943 0.0986 -0.3029
C 3.9028 4.6104 -1.8524 0.1403 0.4431 -0.5366 0.0853
O 3.2933 5.6045 -1.5877 -0.1541 -0.1466 0.2859 -0.5277
C 3.8567 3.3266 -1.0142 0.2667 -0.4880 0.6214 1.2657
F 5.0657 2.7834 -0.8542 0.0662 0.1849 -0.0705 -0.2823
F 3.0880 2.4061 -1.6051 -0.1616 0.1250 -0.1573 -0.2979
F 3.3635 3.5694 0.2090 0.4665 0.5087 -0.7021 -0.2746
H 6.7632 6.0662 -3.1548 0.0091 -0.0004 -0.1225 0.3040
H 5.9314 7.3467 -4.0573 -0.0229 -0.0309 -0.0268 0.3749
H 5.4888 6.9943 -2.3812 -0.0787 0.0497 -0.0599 0.3135
H 5.1007 5.1254 -4.7718 0.0026 -0.2470 0.1255 0.3208
H 3.8070 6.0011 -3.9707 -0.0556 -0.0810 0.2070 0.3251
C -3.8062 -4.9118 -0.1239 -0.1783 -0.3814 0.0082 -0.5483
C -2.6404 -5.2902 -1.0113 -0.0247 0.5873 0.2805 -0.3004
O -2.6472 -6.6992 -1.3087 0.1311 -0.2667 -0.1236 -0.3251
C -3.4468 -7.0820 -2.2950 0.1510 0.6280 0.2518 0.3467
O -4.1513 -6.3683 -2.9447 -0.1217 -0.2449 -0.1908 -0.5089
C -3.3082 -8.5938 -2.5207 -0.0327 -0.7174 -0.0637 0.8922
F -3.3087 -9.2702 -1.3663 -0.0087 0.1438 0.0701 -0.2463
F -2.1585 -8.8730 -3.1511 0.0525 0.1980 -0.0007 -0.2536
F -4.3030 -9.0676 -3.2654 -0.0577 0.2137 -0.0278 -0.2401
H -3.8101 -5.5219 0.7809 0.1031 0.0442 0.0199 0.3264
H -3.7473 -3.8661 0.1585 0.0597 -0.2277 -0.0258 -0.1665
H -4.7574 -5.0799 -0.6296 0.0330 0.0844 -0.0751 0.3422
H -1.7006 -5.0952 -0.4974 0.0554 -0.2776 -0.0260 0.3429
H -2.6347 -4.7090 -1.9334 -0.1043 -0.1820 -0.0997 0.3290
```
Forces are in eV/Å.

Values from the calculation:
Strongest force on any atom, eV/A: 1.7
Molar mass, g mol⁻¹: 689.39
Total energy, a.u.: -2868.6157
Structure (SMILES): O=C1NC(=O)c2cc(CCOCC(F)(F)C(F)(F)C(F)(F)C(F)F)ccc21.CCOC(=O)C(F)(F)F.CCOC(=O)C(F)(F)F
Kohn-Sham gap, eV: 9.6

***

Question: The lowest molar mass belongs to which entry?
Answer: C3H4NP

***

Question: Which of these has the highest total energy?
Answer: C2H9N3O

***

Question: What is the strongest force on any atom in the fourth record?
Answer: 1.7 eV/A

***

Question: Among the records above, which one has the highest molar mass?
Answer: C36H50AsN5O3RbS2Si2